# 1
{"formula": "C34H46BCoO2P5Se2", "method": "the ωB97M-V functional and the def2-TZVPD basis", "symbols": ["Co", "C", "P", "C", "C", "C", "C", "C", "C", "C", "P", "C", "C", "H", "H", "H", "H", "H", "H", "H", "H", "H", "H", "H", "H", "H", "H", "H", "H", "C", "P", "C", "C", "C", "P", "C", "C", "H", "H", "H", "H", "H", "H", "H", "H", "H", "H", "H", "H", "H", "H", "H", "H", "Se", "P", "Se", "C", "C", "C", "C", "C", "C", "C", "C", "C", "C", "C", "C", "H", "H", "H", "H", "H", "H", "H", "H", "H", "H", "O", "B", "O", "C", "C", "C", "C", "C", "C", "H", "H", "H", "H"], "coordinates": [[-0.667870, 0.809802, -0.038401], [0.117763, 3.825229, 1.748525], [-1.059456, 2.464792, 1.437141], [-1.416434, 1.926113, 3.140949], [-2.618476, 3.288559, 0.950014], [-3.021971, 4.550283, 1.378089], [-4.241162, 5.067344, 0.970910], [-5.077230, 4.315514, 0.152960], [-4.687475, 3.053823, -0.266632], [-3.449531, 2.537725, 0.110310], [-2.830303, 0.873435, -0.384443], [-3.960691, -0.213471, 0.540429], [-3.433596, 0.686410, -2.104620], [-0.192277, 4.433387, 2.599162], [0.208287, 4.461240, 0.869270], [1.092948, 3.388405, 1.972483], [-1.841381, 2.751607, 3.714436], [-0.493377, 1.575767, 3.602596], [-2.107676, 1.082334, 3.121288], [-2.385378, 5.136579, 2.030246], [-4.544291, 6.054739, 1.294607], [-6.034598, 4.714468, -0.156502], [-5.356754, 2.475805, -0.892395], [-4.993040, -0.019957, 0.243668], [-3.848143, -0.038973, 1.610491], [-3.687984, -1.245641, 0.334208], [-4.372011, 1.211105, -2.278223], [-3.581523, -0.374360, -2.296971], [-2.684818, 1.056559, -2.803536], [4.605707, 0.262139, -0.445963], [3.257562, 0.750475, -1.596781], [4.285888, 1.345297, -3.012301], [2.863918, 2.393764, -0.839963], [1.708531, 3.133119, -1.510211], [0.118709, 2.209930, -1.733523], [0.314598, 1.530644, -3.424206], [-0.944563, 3.655724, -2.135580], [5.344291, 1.058168, -0.323565], [5.106595, -0.630049, -0.825491], [4.170682, 0.024320, 0.525333], [5.101084, 1.997467, -2.688524], [3.661418, 1.889236, -3.724039], [4.708172, 0.489333, -3.541237], [3.760925, 3.023035, -0.856692], [2.625109, 2.207225, 0.208655], [2.004084, 3.501542, -2.498278], [1.450756, 4.017580, -0.922081], [0.831107, 2.248711, -4.065130], [-0.670792, 1.337970, -3.851502], [0.863954, 0.592935, -3.390242], [-1.925759, 3.317329, -2.473372], [-0.487752, 4.254877, -2.926206], [-1.099847, 4.283759, -1.257290], [1.249861, 0.264049, 1.463027], [0.433975, -1.591417, 2.290414], [-1.633338, -1.581299, 2.769545], [0.876683, -2.939628, 1.148370], [-0.051841, -3.900473, 0.778370], [0.337434, -4.965722, -0.025956], [1.644533, -5.058746, -0.472860], [2.573464, -4.086756, -0.115103], [2.191964, -3.032792, 0.694990], [1.449418, -2.016971, 3.752290], [1.156357, -3.215728, 4.402836], [1.899704, -3.616414, 5.499237], [2.940979, -2.820783, 5.962627], [3.231981, -1.626529, 5.324368], [2.490121, -1.225203, 4.218900], [-1.074087, -3.809759, 1.130263], [-0.389855, -5.711915, -0.316665], [1.940482, -5.882304, -1.110861], [3.596118, -4.156028, -0.464782], [2.912966, -2.276949, 0.980559], [0.333704, -3.826897, 4.050126], [1.666036, -4.549402, 5.996369], [3.520318, -3.132884, 6.822560], [4.040092, -1.001523, 5.683492], [2.720114, -0.292798, 3.721066], [-1.694343, -1.804003, -1.156140], [-0.658823, -0.827558, -1.165984], [0.271696, -1.227109, -2.142752], [-0.177529, -2.395411, -2.692864], [0.405297, -3.172844, -3.666325], [-0.276928, -4.333219, -4.034103], [-1.485768, -4.681522, -3.440757], [-2.062724, -3.885566, -2.450108], [-1.377739, -2.744783, -2.097272], [1.351786, -2.898077, -4.112069], [0.144611, -4.975601, -4.796574], [-1.987603, -5.589362, -3.749623], [-2.995043, -4.153256, -1.970504]], "forces_ev_per_angstrom": [[-0.0197, 0.1934, 0.3281], [-0.0359, 0.0270, -0.0537], [0.0329, -0.0714, -0.0078], [-0.1718, 0.1049, -0.0369], [-0.0504, -0.0587, -0.0496], [-0.0127, -0.0202, 0.0060], [-0.0450, -0.0017, -0.0347], [0.0226, 0.0427, 0.0398], [0.0463, -0.0159, 0.0303], [0.0667, 0.0551, 0.0493], [-0.0148, 0.1229, -0.1571], [-0.0531, 0.0546, -0.0406], [0.0008, 0.0006, 0.0626], [-0.0017, 0.0001, 0.0014], [0.0117, 0.0293, -0.0216], [-0.0384, -0.0230, -0.0069], [0.0268, 0.0341, 0.0217], [-0.0109, 0.0058, -0.0227], [0.0682, 0.1297, 0.0221], [0.0132, -0.0073, -0.0058], [-0.0093, -0.0017, -0.0015], [0.0002, 0.0081, 0.0033], [0.0077, 0.0057, -0.0042], [-0.0198, 0.0007, -0.0203], [0.0109, 0.0189, -0.0780], [0.0041, -0.0464, 0.0028], [-0.0167, -0.0284, 0.0160], [0.0353, -0.0589, -0.0082], [-0.0085, 0.0278, 0.0121], [0.0137, -0.0057, -0.0288], [0.0625, 0.0058, -0.0146], [-0.0101, -0.0121, 0.0002], [-0.0030, -0.0096, -0.0281], [-0.0332, 0.0476, -0.0134], [-0.0120, -0.1419, 0.0418], [0.0341, 0.0470, -0.0135], [0.0127, -0.0358, -0.0071], [0.0203, 0.0031, -0.0022], [-0.0021, 0.0088, 0.0033], [-0.0074, -0.0112, -0.0066], [-0.0021, 0.0091, 0.0021], [-0.0077, -0.0077, 0.0062], [0.0053, 0.0061, 0.0118], [-0.0140, 0.0062, 0.0320], [-0.0157, -0.0104, 0.0137], [-0.0038, -0.0055, 0.0051], [0.0374, 0.0299, 0.0083], [-0.0287, 0.0205, -0.0036], [-0.0213, -0.0576, 0.0129], [0.0110, 0.0463, 0.0097], [0.0148, 0.0027, 0.0058], [-0.0147, 0.0155, -0.0095], [0.0158, -0.0156, 0.0116], [0.0546, -0.1973, -0.2320], [0.0376, 0.0161, 0.1058], [0.0737, -0.2683, -0.0075], [-0.0038, 0.0301, -0.0591], [-0.0488, -0.0543, 0.0566], [-0.0261, 0.0435, -0.0613], [0.0112, 0.0094, -0.0496], [-0.0019, -0.0227, 0.0057], [0.0016, -0.0267, 0.0022], [-0.0175, -0.0141, -0.0021], [-0.0191, 0.0013, -0.0110], [-0.0080, -0.0032, -0.0055], [-0.0012, 0.0066, 0.0046], [0.0069, 0.0128, -0.0089], [-0.0245, -0.0110, -0.0193], [0.0469, 0.0043, -0.0298], [-0.0133, -0.0175, -0.0089], [0.0015, 0.0029, 0.0115], [-0.0127, 0.0051, -0.0057], [0.0152, 0.0393, -0.0147], [0.0035, -0.0025, 0.0007], [-0.0026, 0.0080, -0.0058], [-0.0024, 0.0036, -0.0090], [-0.0082, -0.0026, -0.0066], [0.0074, 0.0315, -0.0187], [-0.1043, -0.0674, -0.0402], [-0.0225, -0.0106, 0.1593], [0.1101, -0.0578, -0.0358], [0.0487, 0.0536, 0.0973], [0.0210, -0.0123, -0.0025], [-0.0160, -0.0177, 0.0050], [0.0171, 0.0067, -0.0008], [0.0044, 0.0234, 0.0171], [-0.0158, 0.0152, 0.0851], [-0.0032, 0.0029, -0.0030], [-0.0041, 0.0032, 0.0078], [0.0033, 0.0031, -0.0013], [0.0009, 0.0002, -0.0029]], "homo_lumo_gap_ha": [0.283, 0.282], "lumo_energy_ev": [0.546, 0.545], "charge": 0, "spin_multiplicity": 2, "relative_energy_kcal_mol": 0.0, "homo_energy_ha": [-0.2628, -0.2619]}



# 2
{"formula": "C20H26Br8N2O4", "method": "the ωB97M-V functional and the def2-TZVPD basis", "symbols": ["Br", "C", "C", "Br", "H", "H", "H", "H", "Br", "C", "C", "Br", "H", "H", "H", "H", "Br", "C", "C", "Br", "H", "H", "H", "H", "Br", "C", "C", "Br", "H", "H", "H", "H", "C", "C", "C", "C", "C", "C", "N", "O", "O", "H", "H", "H", "H", "H", "C", "C", "C", "C", "C", "C", "N", "O", "O", "H", "H", "H", "H", "H"], "coordinates": [[1.938588, 6.399207, -1.392804], [2.829538, 4.715827, -1.845854], [2.921698, 3.742977, -0.635114], [4.034398, 2.156747, -0.982874], [3.831288, 5.016397, -2.152874], [2.287678, 4.304677, -2.697584], [1.909288, 3.402117, -0.418434], [3.247178, 4.123097, 0.333216], [2.307128, -1.370113, 3.366346], [2.185018, -3.317873, 2.950926], [3.585008, -3.736293, 2.416566], [3.436348, -5.630713, 1.909296], [1.355698, -3.455463, 2.257096], [1.989628, -3.740053, 3.936676], [4.370288, -3.609733, 3.161826], [3.868028, -3.211803, 1.503926], [-0.449542, -6.105053, -1.066164], [-1.221722, -7.550393, -0.063674], [-0.291222, -8.178833, 0.988266], [0.233938, -6.716113, 2.185916], [-1.336072, -8.314023, -0.833024], [-2.201892, -7.167663, 0.220736], [0.620448, -8.584003, 0.549186], [-0.831452, -8.916763, 1.581316], [6.288018, 1.630607, 1.693946], [6.198838, -0.344683, 1.435806], [5.628618, -0.696423, -0.020554], [5.857418, -2.694133, -0.219154], [5.524648, -0.661103, 2.231696], [7.250138, -0.601773, 1.565316], [6.133198, -0.153183, -0.819544], [4.590728, -0.374093, -0.104094], [1.210028, -1.651463, -0.193684], [0.244528, -2.632373, -0.230634], [-1.113092, -2.221273, -0.259254], [-1.428322, -0.935813, -0.573494], [-0.466162, 0.079367, -0.603144], [0.848958, -0.283023, -0.380294], [-2.863152, -0.489143, -0.709194], [-3.118852, 0.635607, -1.208034], [-3.746162, -1.289953, -0.363264], [2.275908, -1.807363, -0.116364], [0.555488, -3.638903, 0.007266], [-1.843782, -3.012063, -0.174734], [-0.745682, 1.094937, -0.841654], [1.612168, 0.466987, -0.526584], [-4.267162, 4.111457, -0.947284], [-5.131232, 4.075617, -2.037874], [-6.149122, 5.051727, -2.200034], [-6.335592, 5.960497, -1.119684], [-5.437702, 5.988547, -0.075084], [-4.421062, 5.030757, 0.080766], [-7.406662, 6.997717, -1.157234], [-7.148112, 8.102797, -0.718694], [-8.526812, 6.597617, -1.526564], [-3.505642, 3.346697, -0.906974], [-5.011772, 3.409477, -2.879524], [-6.837992, 5.045217, -3.031794], [-5.604492, 6.663567, 0.751316], [-3.729412, 4.941387, 0.905416]], "forces_ev_per_angstrom": [[0.0245, -0.4309, 0.1489], [1.0084, -0.2341, 0.7244], [-1.1788, 0.2219, -0.2446], [-0.5698, 0.7158, -0.3938], [-0.1510, -0.0860, -0.0877], [0.0889, -0.1358, 0.3053], [0.0600, -0.3915, -0.1867], [0.4818, 0.4889, -0.5259], [-0.0815, -0.4066, -0.2781], [1.3786, 0.5891, 0.3012], [-1.2976, -0.0123, -0.0227], [0.5639, 0.4860, 0.1386], [0.2789, 0.0030, 0.0788], [-0.0896, -0.2259, -0.3485], [-0.2067, -0.1844, -0.0291], [-0.2029, -0.0509, 0.2226], [0.3580, 0.3433, -0.2489], [0.3363, -1.1841, -0.6542], [-0.7716, 1.5297, -0.0532], [-0.2054, -0.6123, 0.3531], [-0.4049, -0.0449, 0.0519], [0.3117, -0.3710, 0.5904], [-0.2064, 0.0858, 0.0378], [0.1414, 0.0620, -0.0836], [-0.0290, -0.4816, -0.0504], [-0.4667, 0.7572, -1.6229], [0.7491, 0.1872, 1.9124], [-0.2418, 1.4302, -0.1766], [0.2948, -0.3203, -0.2227], [-0.4354, -0.4844, -0.0303], [0.4955, -0.5045, 0.1317], [-0.1138, -0.7223, 0.2527], [-0.1535, 1.9927, -0.7624], [-0.2210, 1.0586, 1.3497], [0.7167, -1.8906, -0.7815], [-0.6424, 1.7863, 0.6034], [0.2187, -0.5548, -0.1965], [-0.1706, -0.8550, -0.5541], [-1.7057, 0.0676, -0.6059], [0.9929, -2.2879, 1.1779], [1.6713, 1.3242, -0.4912], [0.0335, -0.5959, 0.1235], [-0.4124, -0.2622, -0.3043], [-0.3593, 0.2527, 0.0000], [-0.0676, -0.0261, 0.0562], [0.1798, 0.0161, 0.3894], [-0.2592, -0.5697, -0.2315], [-1.0229, 1.7998, -0.8077], [0.1730, -0.2020, 2.0233], [0.9098, -0.4193, -1.6343], [0.2223, -0.3290, 1.6060], [-0.5411, -0.0909, -1.4989], [-1.1473, -1.1311, 0.3331], [-0.2401, -0.5193, -0.4573], [1.7581, 0.9079, 0.2261], [0.1381, -0.0239, 0.1491], [0.2502, -0.3489, 0.2412], [0.0718, 0.0105, -0.0620], [-0.0455, 0.3459, -0.1408], [-0.2663, 0.5284, 0.2596]], "homo_lumo_gap_ha": 0.334, "lumo_energy_ev": -0.756, "smiles": "O=[N+]([O-])c1ccccc1.O=[N+]([O-])c1ccccc1.BrCCBr.BrCCBr.BrCCBr.BrCCBr", "charge": 0, "spin_multiplicity": 1, "relative_energy_kcal_mol": 6.9, "homo_energy_ha": -0.3618}



# 3
{"formula": "C4H8N2O", "method": "the ωB97M-V functional and the def2-TZVPD basis", "symbols": ["C", "C", "O", "C", "N", "C", "N", "H", "H", "H", "H", "H", "H", "H", "H"], "coordinates": [[1.810398, -0.040905, 0.642380], [0.693047, -0.513940, -0.250374], [0.446117, -1.698899, -0.392872], [-2.998112, -1.079299, 1.002965], [-2.205537, -1.849091, 0.611039], [-0.125226, 0.546421, -0.973556], [-0.239562, 1.769619, -0.193543], [1.393644, 0.136760, 1.641160], [2.227508, 0.908285, 0.301725], [2.572919, -0.817976, 0.722856], [0.439611, 0.778639, -1.888580], [-1.418633, -2.350830, 0.232886], [-1.073053, 0.084291, -1.285487], [-0.651960, 2.504245, -0.758951], [-0.871154, 1.622678, 0.588348]], "forces_ev_per_angstrom": [[0.0435, -0.0433, 0.0129], [0.0096, -0.2315, -0.0019], [0.0961, 0.4194, 0.0296], [0.7402, -0.8084, -0.3656], [-0.7830, 0.8142, 0.3919], [0.0207, -0.2006, -0.1411], [-0.2408, 0.0360, 0.0242], [0.0339, 0.0031, -0.1164], [-0.0463, -0.1257, 0.0231], [-0.1193, 0.0834, -0.0265], [-0.0651, -0.0833, 0.1117], [0.0351, 0.0852, -0.0458], [0.1452, 0.0736, 0.0810], [0.0966, -0.0635, 0.0809], [0.0338, 0.0413, -0.0581]], "homo_lumo_gap_ha": 0.392, "lumo_energy_ev": 0.758, "charge": 0, "spin_multiplicity": 1, "relative_energy_kcal_mol": 53.2, "homo_energy_ha": -0.3641}